2 unconnected molecules or ions with the total composition C19H27ClN2O5 at a distorted geometry. Source: OMol25; level of theory: the ωB97M-V functional and the def2-TZVPD basis.

The geometry in XYZ format:
```
54
C19H27ClN2O5 (the ωB97M-V functional and the def2-TZVPD basis)
C 2.44 -2.32 -0.80
O 3.14 -1.37 -1.63
C 2.36 -0.21 -1.88
C 3.02 1.11 -1.32
C 2.89 1.24 0.25
C 2.74 2.78 0.63
C 1.31 3.13 1.14
C 0.29 3.42 -0.05
C -1.12 3.43 0.63
C -1.83 2.14 0.71
C -3.12 2.01 1.35
C -3.89 0.66 1.50
C -3.33 -0.38 0.47
C -2.08 -1.10 0.74
C -1.48 -2.05 -0.17
C -2.19 -2.30 -1.43
C -1.51 -3.31 -2.42
C -3.45 -1.63 -1.71
C -4.03 -0.67 -0.77
C -3.64 3.29 1.88
N -2.85 4.38 1.70
N -1.69 4.54 1.13
H 1.96 -3.10 -1.46
H 1.68 -1.84 -0.12
H 3.18 -2.83 -0.13
H 2.30 -0.08 -3.00
H 1.31 -0.27 -1.48
H 2.57 2.03 -1.78
H 4.11 1.06 -1.61
H 2.10 0.60 0.70
H 3.88 0.92 0.68
H 3.45 2.97 1.49
H 3.10 3.42 -0.21
H 1.33 4.04 1.79
H 0.86 2.27 1.71
H 0.28 2.58 -0.79
H 0.51 4.39 -0.56
H -1.33 1.25 0.26
H -4.99 0.83 1.41
H -3.63 0.26 2.52
H -1.55 -0.89 1.70
H -0.52 -2.57 0.02
H -1.51 -4.31 -1.94
H -1.98 -3.29 -3.44
H -0.44 -2.97 -2.53
H -3.93 -1.86 -2.69
H -4.99 -0.16 -0.99
H -4.61 3.36 2.43
H -3.25 5.24 2.10
O 4.16 -4.52 2.04
Cl 3.63 -5.57 1.19
O 4.58 -5.88 0.15
O 2.39 -5.12 0.60
O 3.39 -6.76 1.98
```

Properties
Multiplicity: 1
Electronic energy: -45868.2423 eV
Molar mass: 398.89 u

The natural (NBO) scheme yields these atomic charges, measured in e: -0.265 -0.549 -0.054 -0.422 -0.421 -0.410 -0.379 -0.445 0.257 -0.165 0.052 -0.491 0.025 -0.256 -0.212 0.030 -0.648 -0.226 -0.239 0.053 -0.226 -0.184 0.184 0.144 0.248 0.172 0.151 0.181 0.227 0.201 0.232 0.221 0.212 0.216 0.202 0.236 0.247 0.278 0.247 0.260 0.214 0.259 0.247 0.222 0.237 0.228 0.217 0.258 0.429 -0.886 2.541 -0.871 -0.908 -0.868

=====

A molecular structure, C19H27F3NO6S2 at a distorted geometry. Source: OMol25; level of theory: the ωB97M-V functional and the def2-TZVPD basis.

The geometry in XYZ format:
```
58
C19H27F3NO6S2 (the ωB97M-V functional and the def2-TZVPD basis)
C -1.49 4.14 1.94
C -1.10 2.70 1.61
C -2.02 2.12 0.55
C -1.85 0.72 0.10
C -0.14 0.02 -0.82
C -1.10 -0.65 -1.88
O -1.05 -0.31 -3.05
O -1.90 -1.61 -1.40
C -2.59 -2.32 -2.47
C -3.68 -3.17 -1.87
C 0.12 1.56 -1.07
O 1.03 2.15 -0.52
O -0.73 2.05 -1.99
C -0.11 2.93 -2.97
C -1.25 3.56 -3.71
H -0.76 4.56 2.64
H -1.49 4.75 1.03
H -2.48 4.18 2.39
H -0.08 2.69 1.23
H -1.13 2.07 2.51
H -3.05 2.17 0.93
H -2.00 2.78 -0.33
H -1.97 -0.02 0.89
H -2.53 0.51 -0.73
H -3.00 -1.57 -3.14
H -1.84 -2.93 -2.99
H -4.09 -3.80 -2.66
H -3.33 -3.82 -1.07
H -4.50 -2.55 -1.49
H 0.51 3.66 -2.44
H 0.51 2.30 -3.61
H -0.85 4.20 -4.49
H -1.88 2.80 -4.18
H -1.86 4.17 -3.04
C 4.66 -1.33 3.47
N 4.01 -2.46 2.91
S 1.21 -0.54 -1.60
C 2.95 -1.44 -1.17
F 2.80 -2.76 -0.93
F 3.67 -1.28 -2.30
F 3.60 -0.88 -0.15
S 2.68 -3.06 3.51
C 1.43 -2.17 2.55
C 1.31 -0.79 2.70
C 0.74 -0.04 1.66
C 0.16 -0.71 0.59
C 0.11 -2.11 0.56
C 0.75 -2.84 1.55
O 2.56 -4.45 3.12
O 2.45 -2.71 4.90
H 5.12 -0.82 2.61
H 4.02 -0.62 4.02
H 5.49 -1.67 4.12
H 1.71 -0.28 3.57
H 0.78 1.05 1.65
H 1.07 -1.63 -2.46
H -0.40 -2.60 -0.26
H 0.77 -3.92 1.48
```

Properties
Multiplicity: 1
Molar mass: 486.55 u
Charge: -1
Energy relative to the best compared isomer or geometry (same formula, charge and spin): 146.2 kcal/mol

The natural (NBO) scheme yields these atomic charges, measured in e: -0.596 -0.413 -0.434 -0.488 -0.519 0.866 -0.626 -0.518 -0.071 -0.627 0.871 -0.631 -0.556 -0.063 -0.621 0.203 0.193 0.193 0.217 0.197 0.188 0.195 0.208 0.180 0.202 0.183 0.213 0.224 0.215 0.198 0.186 0.208 0.218 0.213 -0.409 -1.009 0.384 0.890 -0.319 -0.340 -0.301 2.311 -0.284 -0.184 -0.248 -0.031 -0.207 -0.216 -0.999 -1.018 0.170 0.159 0.163 0.228 0.235 0.174 0.203 0.241